Computed, not measured: a cluster of 18 separate species, C25H85N33O18 in total at a distorted geometry, with ωB97M-V/def2-TZVPD.

ORCA input file:
```
! RIJCOSX wB97M-V def2-TZVPD def2/J DEFGRID3
* xyz 0 1
H -13.183 -18.937 30.288
H -8.753 -18.621 30.917
H -19.523 -18.263 36.814
N -8.728 -15.921 27.612
C -11.617 -12.224 29.584
H -15.903 -17.767 34.426
H -21.873 -17.119 35.785
O -9.977 -17.703 27.713
N -8.333 -18.491 30.008
H -13.679 -15.132 30.306
O -17.022 -15.959 26.189
H -16.782 -13.679 27.213
N -11.293 -12.145 36.502
H -18.988 -17.563 33.280
H -16.461 -14.351 28.751
C -14.331 -16.385 33.523
H -15.248 -14.869 34.898
N -11.366 -13.291 28.916
C -16.924 -15.715 27.376
O -12.499 -21.704 29.189
C -20.517 -17.686 34.556
O -15.354 -15.891 39.135
H -15.909 -14.354 37.345
N -13.195 -21.781 33.058
C -11.313 -21.428 29.109
H -13.169 -21.438 34.008
H -10.518 -14.365 33.157
H -11.061 -18.518 33.759
H -16.096 -16.884 37.909
H -11.290 -19.043 32.078
C -14.994 -17.767 33.826
H -11.561 -16.128 25.911
O -11.967 -16.801 33.553
N -10.746 -19.893 32.127
O -12.785 -11.812 29.771
N -16.648 -17.617 37.487
H -16.164 -16.865 30.853
N -16.608 -20.069 30.708
C -11.735 -16.780 30.684
H -11.020 -20.532 31.395
C -12.184 -12.222 35.574
H -10.723 -10.902 30.939
H -14.198 -12.061 35.570
N -12.852 -18.468 36.444
C -13.157 -15.265 26.769
H -12.214 -13.746 28.608
N -19.390 -17.323 34.174
C -8.241 -15.986 33.020
H -10.429 -13.484 28.592
H -11.640 -16.212 38.134
H -10.579 -19.555 35.058
H -13.148 -16.177 25.218
H -16.122 -20.360 31.545
N -10.719 -20.279 28.818
N -11.998 -16.649 37.298
N -16.678 -14.511 27.777
H -7.361 -17.129 26.047
H -8.786 -17.953 29.282
H -8.360 -18.534 25.953
H -16.071 -19.100 25.796
N -8.248 -17.572 26.240
H -11.595 -11.628 37.315
C -14.837 -14.771 38.950
N -13.800 -19.349 27.688
C -13.546 -18.497 31.217
N -17.169 -16.620 28.246
H -11.141 -19.362 28.841
N -8.676 -17.199 33.230
N -20.880 -17.061 35.610
H -6.548 -14.988 32.635
H -12.684 -17.989 35.571
N -10.636 -19.382 34.064
H -5.443 -19.331 30.873
H -17.892 -19.629 28.732
H -11.894 -13.469 33.024
O -18.344 -19.462 31.905
H -8.036 -17.893 33.590
O -11.410 -14.271 32.813
C -13.127 -16.963 31.306
H -13.237 -18.837 27.023
H -14.605 -18.595 30.978
N -15.224 -13.987 37.990
O -9.711 -21.378 33.352
H -18.108 -19.174 36.582
H -16.297 -18.484 37.104
N -13.855 -14.267 39.646
H -17.103 -16.439 29.238
H -14.792 -16.015 25.930
H -15.376 -14.541 32.720
O -8.938 -15.002 33.072
O -6.382 -18.292 28.927
H -10.984 -17.388 31.188
N -13.540 -23.253 31.571
H -18.765 -17.021 34.908
H -9.727 -20.333 28.636
C -13.802 -22.804 32.768
H -11.880 -17.041 29.636
H -13.489 -19.244 36.553
N -11.889 -15.327 26.430
N -13.852 -15.689 25.754
O -21.225 -18.395 33.972
H -8.445 -15.297 26.869
C -14.995 -19.537 27.313
C -14.124 -16.108 30.497
H -12.587 -21.347 32.379
C -17.793 -19.553 30.806
H -12.149 -16.210 36.401
H -15.425 -18.242 32.945
H -13.478 -19.902 28.469
O -15.841 -20.145 27.951
N -15.142 -18.982 26.174
H -9.726 -11.927 29.924
H -19.361 -19.381 29.588
H -14.884 -13.037 37.944
C -15.413 -15.628 32.635
H -14.535 -16.163 35.731
O -18.502 -16.362 37.899
O -12.039 -12.690 34.456
N -18.514 -18.270 36.775
C -10.231 -20.225 33.196
C -9.061 -17.115 27.199
H -13.342 -11.615 37.031
H -13.788 -24.216 31.390
H -14.212 -16.404 29.452
N -6.442 -19.205 30.945
C -7.018 -18.695 29.870
H -13.469 -15.073 35.175
N -7.017 -15.876 32.744
H -6.940 -19.403 31.801
H -16.211 -20.105 29.780
O -14.477 -23.341 33.607
H -16.426 -15.824 32.984
H -9.351 -22.104 28.905
H -20.496 -16.138 35.759
C -12.480 -17.892 37.511
C -15.505 -16.035 31.108
H -13.121 -19.153 31.977
N -10.637 -11.628 30.242
H -10.524 -23.212 29.519
H -9.438 -15.673 28.286
N -10.304 -22.284 29.185
C -17.910 -17.323 37.450
C -14.394 -15.544 34.844
H -13.341 -22.694 30.754
H -11.455 -15.727 30.675
O -12.540 -18.432 38.641
H -10.323 -12.234 36.235
H -13.594 -13.293 39.701
O -13.528 -14.816 27.823
H -9.680 -17.283 33.301
H -13.537 -15.005 40.258
H -17.314 -17.598 28.043
H -6.438 -16.702 32.681
H -11.170 -14.838 26.945
H -15.992 -15.286 30.484
H -14.483 -18.374 25.710
H -14.373 -18.538 34.282
N -13.336 -11.978 36.088
N -18.352 -19.383 29.597
N -13.120 -16.446 32.738
H -11.800 -15.112 33.061
*
```

Calculated values
Relative energy (zero: lowest compared OMol25 entry of this formula, charge and spin) ... 0.000 eV
Highest occupied orbital energy ... -7.18 eV
HOMO-LUMO gap ... 0.2398 Ha


Computed, not measured: a cluster of 26 separate species, C26H104N18O26 in total at a distorted geometry, with ωB97M-V/def2-TZVPD.

ORCA input file:
```
! RIJCOSX wB97M-V def2-TZVPD def2/J DEFGRID3
* xyz 0 1
H -12.470 3.235 -14.996
H -11.375 -8.473 -9.237
C -13.934 0.871 -7.894
H -15.831 1.165 -10.470
O -12.103 -3.060 -15.778
H -15.693 -0.156 -7.997
N -7.261 -3.435 -14.816
C -7.094 -7.097 -11.840
N -9.621 -7.440 -8.465
C -11.951 -4.644 -7.238
N -14.269 -10.208 -10.177
H -9.427 -2.298 -10.131
H -19.982 -5.455 -8.978
H -11.809 -6.501 -13.232
H -13.938 -10.080 -9.231
H -9.932 -1.774 -6.561
O -15.416 -1.997 -4.561
N -14.699 -0.180 -8.176
C -14.024 -1.792 -13.206
H -15.766 -4.531 -11.950
H -18.135 -6.142 -12.132
H -18.716 -8.066 -13.439
H -7.465 1.966 -8.142
H -13.017 -1.483 -13.486
C -6.678 1.842 -11.401
H -10.213 1.876 -11.763
C -10.828 1.809 -10.865
O -11.453 0.540 -10.920
H -11.954 1.879 -14.119
N -6.288 2.625 -6.197
H -10.170 0.750 -13.705
H -7.840 -3.626 -14.011
O -13.491 -5.317 -14.519
H -7.111 -4.642 -12.122
H -11.539 -7.521 -11.298
H -17.916 -3.738 -13.100
H -6.760 -0.739 -9.507
H -15.384 -0.803 -14.020
H -9.979 -2.640 -15.460
O -14.846 -1.534 -14.332
O -5.838 -2.476 -9.251
O -12.775 3.382 -12.923
H -6.021 -8.484 -10.908
H -16.081 -5.013 -9.077
H -19.046 -6.665 -8.187
H -6.752 -2.584 -15.008
O -6.541 1.978 -9.938
C -19.064 -5.598 -8.408
H -12.106 0.489 -10.218
C -13.682 -9.527 -11.086
C -10.829 -6.499 -12.755
H -14.053 -7.645 -15.246
H -17.316 -1.297 -11.498
H -7.662 -2.560 -9.854
H -8.901 -6.860 -8.058
C -7.007 -4.438 -15.646
O -10.821 -6.896 -11.420
N -12.895 -4.062 -10.807
O -9.988 -8.155 -6.472
H -11.012 -3.218 -11.412
O -12.802 -8.735 -10.805
N -8.495 -2.553 -10.426
H -13.732 2.162 -14.250
C -7.425 2.015 -6.116
H -7.102 -6.372 -15.781
N -14.606 -4.836 -16.356
N -14.391 -6.884 -15.817
O -15.128 -5.012 -9.194
H -10.043 -6.871 -13.412
O -16.599 2.620 -11.722
H -14.405 -1.253 -12.338
H -15.488 -2.025 -6.659
H -19.078 -5.052 -7.464
H -8.077 -6.016 -10.471
H -14.709 -7.074 -16.756
H -13.995 -2.849 -12.940
O -8.303 0.570 -14.483
H -11.658 -9.548 -7.840
C -15.831 2.240 -10.652
H -6.619 2.790 -11.936
H -5.874 2.885 -7.080
H -7.667 -5.738 -14.300
O -6.415 -4.335 -16.668
H -13.727 -5.452 -7.685
H -5.949 1.188 -11.879
O -7.612 -6.548 -12.757
H -11.582 2.592 -10.779
H -15.502 1.801 -7.075
C -12.577 -2.888 -10.250
C -14.127 -5.653 -15.490
N -11.242 -8.734 -8.270
C -10.793 -3.338 -15.260
H -16.101 2.773 -9.740
H -14.235 -1.045 -8.413
H -12.081 -4.652 -10.907
C -10.624 -1.310 -7.265
H -10.142 1.911 -10.024
N -14.062 -9.947 -12.208
H -15.960 -5.768 -13.109
C -9.314 0.080 -13.628
H -6.047 -0.746 -8.075
H -5.622 2.193 -9.764
H -13.992 2.692 -7.122
H -13.857 -4.332 -10.658
N -11.443 -2.570 -10.768
H -5.876 2.758 -5.284
C -12.751 2.623 -14.139
H -18.033 -3.535 -9.932
C -17.181 -1.952 -10.637
H -15.118 -5.223 -17.136
H -17.043 3.445 -11.511
O -17.642 -4.592 -12.758
O -7.893 1.599 -5.099
O -9.169 -3.248 -12.387
H -11.342 -4.952 -8.088
H -15.547 -6.641 -10.340
C -10.371 -8.088 -7.642
H -11.185 -1.603 -10.633
H -5.060 -0.381 -9.491
H -14.808 -1.257 -4.616
H -13.851 -6.498 -9.978
H -16.924 -2.570 -5.844
N -6.324 -8.127 -11.803
H -12.103 -3.565 -7.218
H -18.154 -9.046 -11.956
H -6.488 -3.577 -10.923
H -15.090 -6.980 -8.704
H -11.261 0.493 -7.735
H -14.762 2.439 -10.728
N -7.356 -6.711 -10.604
H -10.407 -4.237 -15.741
H -7.713 1.501 -11.452
O -12.724 1.021 -8.193
O -18.225 -6.994 -11.698
C -5.807 -1.065 -9.090
H -17.066 -8.062 -12.897
H -9.867 -7.217 -9.419
C -8.310 -3.170 -11.555
H -8.662 1.077 -7.352
N -7.905 1.739 -7.262
H -17.817 -5.973 -9.876
H -11.217 -4.798 -6.447
H -16.295 -2.495 -10.964
H -6.279 -8.623 -12.681
H -9.719 -0.862 -13.999
H -8.737 0.749 -15.320
C -16.232 -4.730 -12.915
H -13.600 3.871 -12.869
H -4.977 -2.821 -9.004
H -11.656 -1.337 -6.917
C -15.836 -2.565 -5.778
H -15.776 -3.971 -13.549
N -14.577 1.939 -7.456
H -14.774 -10.650 -12.346
H -13.526 -9.666 -13.017
O -13.126 -5.403 -6.938
H -16.942 -1.452 -9.699
H -6.904 -7.236 -9.869
H -15.586 -3.625 -5.745
O -10.414 0.064 -7.593
H -10.886 -3.501 -14.186
O -18.348 -2.763 -10.407
H -14.972 -10.919 -10.322
O -18.022 -5.271 -9.254
H -9.107 -0.008 -12.562
N -7.206 -3.779 -11.605
H -10.375 -5.509 -12.715
O -13.256 -2.163 -9.642
C -14.845 -6.348 -9.558
H -12.756 -3.383 -15.152
H -14.649 -3.865 -16.085
H -10.471 -1.849 -8.200
N -7.434 -5.568 -15.268
C -18.095 -8.131 -12.545
*
```

Calculated values
Highest occupied orbital energy ... -8.59 eV
HOMO-LUMO gap ... 0.3025 Ha


Computed, not measured: a structure of composition C26H12F4IN6O5S2Ti, with ωB97M-V/def2-TZVPD.

ORCA input file:
```
! RIJCOSX wB97M-V def2-TZVPD def2/J DEFGRID3
* xyz 0 2
S -2.400 3.285 -1.684
C 0.679 1.988 2.066
N -0.957 -2.388 3.767
H -1.110 0.768 -6.430
C -1.679 0.428 -5.576
H 0.679 -4.444 1.575
O -3.487 3.371 -2.598
C 2.252 1.257 4.158
C -3.771 -0.268 -4.602
C 1.789 -1.458 0.928
C 2.648 2.281 3.332
C -1.807 -0.158 -3.252
C 0.698 -3.474 1.094
H -1.255 -5.023 0.461
C 2.988 -0.641 1.275
H 2.916 0.381 0.909
H -0.577 -5.034 -1.725
H 3.876 -1.103 0.843
C -0.214 -1.602 4.164
F -0.216 2.418 1.129
C -1.062 -1.464 -1.491
C 0.774 -0.988 0.069
C 2.365 3.547 1.164
N 1.716 -2.679 1.425
N 1.888 -1.441 6.814
C -3.037 0.152 -5.698
H 3.129 -0.634 2.354
H -4.829 -0.462 -4.699
O -1.136 2.638 -2.429
H -3.522 0.281 -6.654
F 3.818 2.865 3.567
C 0.756 -0.688 4.642
I 0.940 0.725 -4.059
C 0.287 0.951 2.850
C 1.083 0.482 3.925
O 0.769 0.284 -0.338
N -1.113 -0.284 -2.008
C -0.286 -3.145 0.180
H -2.354 -3.728 0.020
C 1.408 -1.086 5.830
H -1.598 -2.267 -1.995
F -0.898 0.398 2.595
C 3.372 4.529 1.297
S -2.622 1.725 -0.348
Ti -0.358 1.516 -1.128
C -1.360 -4.139 -0.174
H -3.729 -0.725 -2.497
C -3.158 -0.424 -3.365
O -1.352 -4.490 -1.553
C 1.911 2.655 2.184
N 1.315 2.891 -1.059
C -1.067 0.277 -4.347
O -1.933 4.440 -0.987
C 1.830 3.285 -0.090
C -0.234 -1.848 -0.367
N 4.170 5.352 1.382
F 3.063 0.916 5.151
*
```

Calculated values
Relative energy (zero: lowest compared OMol25 entry of this formula, charge and spin) ... 0.014 eV
Highest occupied orbital energy (spin up / spin down) ... -8.10 / -8.67 eV
HOMO-LUMO gap (spin up / spin down) ... 0.2089 / 0.2124 Ha


Computed, not measured: a structure of composition C26H13CaF10N4O2S3 at a distorted geometry, with ωB97M-V/def2-TZVPD.

ORCA input file:
```
! RIJCOSX wB97M-V def2-TZVPD def2/J DEFGRID3
* xyz -1 1
C 5.555 -0.062 1.422
H 0.909 -1.478 3.064
H -4.066 0.961 -3.837
C 0.364 -5.278 2.715
F 7.768 0.593 0.803
H -5.125 2.335 -4.228
C -5.031 -0.622 -0.755
H 1.895 0.548 0.206
S 2.101 3.969 -0.636
C -4.454 0.343 1.368
C -0.051 -4.429 1.708
F -5.947 -1.207 -1.559
H 0.874 5.347 -2.227
S 2.476 -1.531 -0.706
H -5.028 1.731 -2.569
N -0.510 -2.708 -0.303
C -3.733 -0.364 -1.184
C -5.387 -0.273 0.542
F 3.383 -0.686 2.028
C 4.007 -0.958 -0.258
C 0.984 -4.772 3.848
F -6.634 -0.526 0.994
C -3.333 2.826 -3.183
H 2.667 1.857 1.142
H 0.200 -6.340 2.611
C 4.325 -0.573 1.065
C -1.911 4.767 -2.890
O -0.844 -1.918 -1.246
C -1.402 3.580 -2.433
N -0.252 -2.184 0.819
C -2.780 0.281 -0.418
C 6.302 -0.324 -0.838
F -4.797 0.674 2.633
C 0.151 -3.058 1.842
N -2.225 2.514 -2.626
F 7.267 -0.195 -1.773
H 1.319 -5.444 4.627
C 6.562 0.076 0.471
F 4.862 -1.183 -2.468
F -2.286 1.209 1.686
C 1.176 -3.407 3.978
C 0.831 4.418 -1.699
H -0.523 -4.799 0.812
C 1.232 2.492 -0.280
C -4.456 1.912 -3.481
C 5.066 -0.827 -1.184
C 1.736 1.523 0.693
F 5.786 0.314 2.698
S -3.471 4.543 -3.562
N 0.134 2.372 -0.944
H 1.661 -3.015 4.861
O -0.331 -0.919 1.083
F -3.393 -0.759 -2.436
C -3.184 0.599 0.864
Ca -0.573 0.051 -0.727
H -1.477 5.745 -2.860
C -0.138 3.452 -1.731
C 0.756 -2.543 2.983
H 0.994 1.347 1.475
*
```

Calculated values
Relative energy (zero: lowest compared OMol25 entry of this formula, charge and spin) ... 1.769 eV
Highest occupied orbital energy ... -4.54 eV
HOMO-LUMO gap ... 0.2370 Ha